[1]
{
  "formula": "C3H8N5",
  "method": "wB97M-V/def2-TZVPD",
  "species": ["C", "C", "C", "N", "N", "N", "N", "N", "H", "H", "H", "H", "H", "H", "H", "H"],
  "coordinates": [[2.01624, 0.09644, -0.03858], [-1.55426, -0.02072, 1.16890], [-1.51380, -0.22415, -1.14808], [0.20786, 1.18350, -0.04819], [1.43091, -1.04378, 0.00142], [0.37947, -1.50143, -0.09415], [3.13828, 0.72769, -0.04913], [-0.74087, 0.40624, -0.01732], [-1.22588, 0.61049, 1.94706], [-2.51739, 0.19324, 0.76567], [-1.36597, -1.09019, 1.55098], [-1.91135, -1.16848, -0.91321], [-2.48144, 0.21684, -1.43827], [-0.83886, -0.21777, -1.97400], [2.95788, 1.66217, 0.25383], [4.01921, 0.16992, 0.03308]],
  "lumo_energy_ev": [-5.0, -6.1],
  "e_homo_ev": [-13.5, -12.6],
  "gap_ev": [8.5, 6.5],
  "total_energy_ev": -10677.017,
  "charge": 1
}

***

[2]
{
  "formula": "C36H56O36",
  "method": "wB97M-V/def2-TZVPD",
  "species": ["C", "C", "O", "C", "O", "O", "H", "H", "H", "H", "C", "C", "O", "C", "O", "O", "H", "H", "H", "H", "C", "C", "O", "C", "O", "O", "H", "H", "H", "H", "C", "C", "O", "C", "O", "O", "H", "H", "H", "H", "C", "C", "O", "C", "O", "O", "H", "H", "H", "H", "C", "C", "O", "C", "O", "O", "H", "H", "H", "H", "C", "C", "O", "C", "O", "O", "H", "H", "H", "H", "C", "C", "O", "C", "O", "O", "H", "H", "H", "H", "C", "O", "C", "O", "O", "C", "H", "H", "H", "H", "H", "H", "C", "O", "C", "O", "O", "C", "H", "H", "H", "H", "H", "H", "C", "O", "C", "O", "O", "C", "H", "H", "H", "H", "H", "H", "C", "O", "C", "O", "O", "C", "H", "H", "H", "H", "H", "H"],
  "coordinates": [[-0.17038, 2.34376, 2.28409], [-0.46814, 2.95958, 0.94487], [0.70749, 2.68802, 0.21449], [1.76420, 2.56771, 1.13568], [2.91796, 2.42595, 0.81517], [1.27330, 2.26402, 2.32504], [-0.54490, 1.33680, 2.46813], [-0.38381, 3.05431, 3.08264], [-0.49276, 4.04610, 0.86142], [-1.39645, 2.58114, 0.51694], [5.72685, 0.64690, 4.29933], [6.04488, -0.52027, 3.29581], [4.75138, -0.72301, 2.68065], [3.78745, -0.23443, 3.56944], [2.57814, -0.51446, 3.49137], [4.34233, 0.45494, 4.50158], [5.94077, 1.57340, 3.76647], [6.35020, 0.52939, 5.18574], [6.47478, -1.34879, 3.85869], [6.69842, -0.02669, 2.57654], [5.08834, -3.24548, 0.17641], [4.05131, -2.26334, -0.39740], [4.86189, -1.60687, -1.25808], [6.00994, -2.06517, -1.51328], [6.78819, -1.63941, -2.27122], [6.19019, -3.09355, -0.65488], [4.71045, -4.26786, 0.18337], [5.25712, -3.10426, 1.24396], [3.63357, -1.75851, 0.47365], [3.31105, -2.82175, -0.97037], [-2.34287, 7.82167, -0.57003], [-3.71803, 7.27762, -0.16052], [-3.62295, 5.86752, -0.34242], [-2.41742, 5.52651, -0.86104], [-2.14763, 4.36255, -1.22684], [-1.65219, 6.59206, -0.91259], [-1.95864, 8.48809, 0.20220], [-2.36144, 8.41489, -1.48428], [-4.46912, 7.75142, -0.79257], [-3.96754, 7.51810, 0.87293], [-4.45688, -0.55312, 2.97137], [-4.08069, -1.17448, 1.59812], [-5.05153, -2.12564, 1.40023], [-5.76409, -2.35377, 2.50879], [-6.56055, -3.18102, 2.54545], [-5.49538, -1.45518, 3.47225], [-4.77345, 0.48799, 2.90838], [-3.81641, -0.55067, 3.85336], [-3.03289, -1.46416, 1.67741], [-4.02745, -0.37599, 0.85806], [0.56026, -5.96569, 2.58729], [1.73660, -6.82711, 2.17296], [2.75612, -6.13421, 2.71011], [2.50464, -4.89438, 2.89998], [3.31328, -3.97847, 3.19066], [1.18298, -4.70511, 2.64253], [0.10962, -6.13369, 3.56545], [-0.20002, -5.94864, 1.80641], [1.98331, -6.80468, 1.11148], [1.68719, -7.83966, 2.57344], [0.38295, 2.54912, -5.62487], [0.16101, 3.46715, -6.83432], [-0.06389, 4.72536, -6.36930], [-0.05560, 4.66410, -5.02015], [-0.20937, 5.64329, -4.33257], [0.14967, 3.43462, -4.56834], [1.38427, 2.12276, -5.68562], [-0.26266, 1.67093, -5.63302], [-0.77947, 3.13753, -7.27587], [0.92192, 3.48556, -7.61456], [-6.57191, 0.16083, -2.22602], [-5.29612, -0.01715, -1.47443], [-5.03667, 1.30760, -1.01642], [-5.71583, 2.21995, -1.67872], [-5.52736, 3.45770, -1.70470], [-6.58687, 1.53260, -2.47493], [-7.34083, -0.04442, -1.48122], [-6.66142, -0.21889, -3.24381], [-4.55664, -0.49614, -2.11618], [-5.52225, -0.59103, -0.57576], [1.95583, -0.75096, -3.69556], [3.26438, -1.32495, -3.68554], [4.09969, -1.08800, -4.67820], [3.83121, -0.40779, -5.66596], [5.19750, -1.74271, -4.42774], [6.39017, -1.55085, -5.24560], [1.20216, -1.46806, -3.37020], [1.58932, -0.58253, -4.70818], [1.89386, 0.19290, -3.15391], [6.92169, -2.50025, -5.31073], [6.95660, -0.73558, -4.79551], [6.08983, -1.03859, -6.15964], [-0.23812, 0.05204, 5.00803], [0.49627, 0.87365, 5.91480], [-0.15825, 2.01410, 6.33514], [-1.36442, 2.29440, 6.06530], [0.70549, 2.74448, 7.11139], [0.31044, 4.02227, 7.56998], [0.31434, -0.86848, 4.81953], [-0.54564, 0.40782, 4.02469], [-1.17508, -0.32498, 5.41797], [-0.65201, 3.98719, 8.08042], [0.19764, 4.72770, 6.74673], [1.10914, 4.33384, 8.24311], [-4.09878, -4.08815, -4.22058], [-2.84117, -3.98075, -3.69252], [-2.67907, -3.65283, -2.42559], [-3.44092, -3.07789, -1.64604], [-1.46088, -4.18359, -2.09977], [-1.11749, -4.12413, -0.72675], [-4.69246, -4.89280, -3.78678], [-4.14957, -4.45755, -5.24482], [-4.58959, -3.11496, -4.23057], [-0.81822, -3.10333, -0.48906], [-0.30194, -4.77854, -0.41899], [-1.98597, -4.14748, -0.06849], [-1.08099, 0.93783, -2.28359], [-0.16783, 0.07497, -1.68086], [-0.48852, -0.40473, -0.43436], [-1.50646, -0.25997, 0.21620], [0.58897, -1.09951, 0.03821], [0.52977, -1.65203, 1.34708], [-0.76359, 1.97644, -2.19052], [-2.10386, 0.97578, -1.90891], [-1.24719, 0.92435, -3.36076], [-0.49966, -1.75618, 1.68991], [0.94159, -0.87148, 1.98680], [1.04844, -2.60197, 1.47635]],
  "lumo_energy_ev": 0.2,
  "e_homo_ev": -10.2,
  "gap_ev": 10.4,
  "smiles": "COC(=O)OC.COC(=O)OC.COC(=O)OC.COC(=O)OC.O=C1OCCO1.O=C1OCCO1.O=C1OCCO1.O=C1OCCO1.O=C1OCCO1.O=C1OCCO1.O=C1OCCO1.O=C1OCCO1",
  "total_energy_ev": -111944.549
}

***

[3]
{
  "formula": "C2H7O3Sm",
  "method": "wB97M-V/def2-TZVPD",
  "species": ["O", "H", "C", "O", "C", "H", "H", "H", "H", "H", "Sm", "O", "H"],
  "coordinates": [[-0.57317, -0.59738, -1.95076], [-0.25690, 0.29352, -2.12070], [0.89087, 1.30654, 0.53138], [0.96915, -0.01088, 1.01893], [0.43664, -0.98328, 0.15246], [-0.14243, 1.63154, 0.32666], [1.24665, 1.97259, 1.32578], [1.45600, 1.39504, -0.41292], [0.59988, -1.94780, 0.66231], [1.22699, -1.11610, -0.61524], [-3.09012, -0.43404, 1.77754], [-1.31529, -0.87007, 0.38141], [-1.44825, -0.63967, -1.07684]],
  "lumo_energy_ev": [0.0, -0.3],
  "e_homo_ev": [-5.6, -8.8],
  "gap_ev": [5.6, 8.5],
  "spin_multiplicity": 8,
  "total_energy_ev": -26227.793
}

***

[4]
{
  "formula": "C18H41N3O17PS4",
  "method": "wB97M-V/def2-TZVPD",
  "species": ["C", "C", "C", "C", "C", "C", "C", "C", "C", "N", "C", "N", "N", "P", "O", "H", "H", "H", "H", "H", "H", "H", "H", "H", "H", "H", "H", "H", "H", "H", "H", "H", "H", "H", "H", "H", "H", "H", "H", "H", "C", "C", "O", "S", "O", "O", "O", "H", "H", "H", "H", "C", "C", "O", "S", "O", "O", "O", "H", "H", "H", "H", "C", "C", "O", "S", "O", "O", "O", "H", "H", "H", "H", "C", "C", "O", "S", "O", "O", "O", "H", "H", "H", "H"],
  "coordinates": [[-4.11036, 3.14209, -4.29661], [-2.97890, 2.04380, -4.15804], [-2.35613, 2.22600, -2.73164], [-1.44072, 1.03835, -2.26276], [-0.48165, 0.47058, -3.36791], [-0.16482, -1.05568, -2.99069], [1.27895, -1.27202, -2.42360], [1.59805, -0.45860, -1.11315], [2.05426, -1.39157, 0.08961], [0.80214, -1.91334, 0.67040], [0.37855, -1.75978, 1.89101], [1.09204, -0.98371, 2.84161], [-0.85953, -2.34785, 2.29785], [-2.17869, -1.21748, 1.98425], [-1.75742, 0.14876, 2.49818], [-4.97246, 2.91379, -3.63312], [-4.42115, 3.25618, -5.35601], [-3.71485, 4.13826, -3.96884], [-3.34339, 1.01715, -4.37543], [-2.19435, 2.32297, -4.90181], [-3.21910, 2.26452, -2.01190], [-1.86807, 3.22446, -2.65688], [-0.78783, 1.44839, -1.44418], [-2.10218, 0.27250, -1.79414], [-0.92143, 0.43334, -4.38556], [0.51479, 0.96769, -3.40379], [-0.24433, -1.66455, -3.92443], [-0.95150, -1.46105, -2.30171], [1.37197, -2.36253, -2.15563], [2.03657, -1.09091, -3.21599], [2.41245, 0.26313, -1.34145], [0.69601, 0.08219, -0.74427], [2.62692, -0.74473, 0.79160], [2.71089, -2.22388, -0.24835], [0.21615, -2.47164, 0.04582], [2.06682, -1.27991, 2.90866], [1.10587, 0.00136, 2.55793], [-1.05551, -3.18747, 1.73516], [-3.37961, -1.63001, 2.62096], [-2.40074, -1.26642, 0.57609], [-1.33022, -1.43263, 7.25873], [-0.26219, -1.35019, 6.18304], [0.86482, -0.75498, 6.82808], [0.88461, -1.20413, 8.38312], [1.78217, -2.30444, 8.52420], [0.97587, -0.02945, 9.18816], [-0.62735, -1.77185, 8.45632], [-1.81525, -0.46517, 7.40905], [-2.08494, -2.18469, 7.03595], [-0.57519, -0.75180, 5.32918], [0.03074, -2.34682, 5.84089], [-3.54263, 1.66145, -9.58155], [-3.95075, 2.44978, -8.35070], [-3.81206, 1.52857, -7.26399], [-2.59481, 0.51402, -7.57986], [-1.42259, 0.99085, -6.91435], [-3.07264, -0.82242, -7.43144], [-2.44836, 0.84389, -9.15403], [-4.34896, 1.00515, -9.91696], [-3.23594, 2.30658, -10.40238], [-4.97243, 2.81836, -8.41212], [-3.27167, 3.28808, -8.17404], [2.29531, -3.77966, -5.43496], [3.36117, -3.73962, -6.51490], [4.49876, -3.14329, -5.88444], [4.51924, -3.55436, -4.32251], [5.39929, -4.66434, -4.15607], [4.62370, -2.36132, -3.54241], [2.99766, -4.10001, -4.22918], [1.82454, -2.80104, -5.30728], [1.52962, -4.52609, -5.63762], [3.05441, -3.15698, -7.38071], [3.63921, -4.74690, -6.83447], [2.71208, 2.41337, 11.52954], [2.16531, 3.16419, 10.32974], [2.06682, 4.52397, 10.75991], [3.25082, 4.83305, 11.81856], [4.32862, 5.45937, 11.12185], [2.66838, 5.39144, 12.99473], [3.66765, 3.29937, 12.11914], [1.92774, 2.21734, 12.26450], [3.18666, 1.47541, 11.24841], [1.19371, 2.79096, 10.01401], [2.86135, 3.12459, 9.48764]],
  "lumo_energy_ev": -4.6,
  "e_homo_ev": -12.1,
  "gap_ev": 7.5,
  "total_energy_ev": -111227.555,
  "charge": 1
}